Below is a molecular structure, C38H33NO5PbS4Te, with properties calculated with wB97M-V/def2-TZVPD.

Results
HOMO energy   -7.8 eV
Relative energy (zero: lowest compared OMol25 entry of this formula, charge and spin)   0.0 kcal per mole

Structure (XYZ):
```
83
Properties=species:S:1:pos:R:3:mulliken_charge:R:1
Pb 13.647 13.451 11.547 1.42
S 10.361 14.978 13.161 -0.08
S 11.538 14.531 14.596 0.09
S 11.316 12.507 14.878 0.09
S 10.049 12.062 13.538 -0.13
C 18.411 13.904 6.316 -0.81
O 19.050 13.026 7.217 -0.46
C 18.451 12.736 8.405 0.88
C 19.165 11.967 9.341 -1.08
C 18.648 11.814 10.606 -0.86
C 17.328 12.209 10.925 1.06
C 16.874 12.056 12.319 0.55
C 17.875 11.813 13.450 -1.74
O 15.707 12.145 12.680 -0.38
C 16.613 12.980 9.990 -0.38
O 15.411 13.402 10.197 -0.52
C 17.255 13.283 8.759 -0.40
H 19.136 14.106 5.490 0.26
H 18.246 14.885 6.739 0.33
H 17.482 13.516 5.866 0.31
H 20.119 11.571 9.148 0.53
H 19.213 11.310 11.369 0.30
H 18.495 10.919 13.359 0.38
H 17.363 11.784 14.419 0.33
H 18.649 12.572 13.493 0.44
H 16.691 13.942 8.120 0.48
C 7.451 13.575 8.081 -1.81
C 8.898 13.853 8.528 0.41
C 9.400 15.158 8.659 -0.79
C 10.683 15.357 9.087 1.05
C 11.098 16.789 9.458 -0.47
O 10.304 17.509 10.001 -0.60
C 12.410 17.358 9.042 0.46
C 12.984 18.433 9.698 -0.30
C 14.144 18.993 9.222 -0.54
C 14.784 18.495 8.090 -0.39
C 14.255 17.372 7.489 -0.83
C 13.113 16.791 8.012 0.18
C 11.506 14.289 9.495 0.64
O 12.703 14.567 9.913 -1.06
C 11.010 12.967 9.316 -0.36
C 9.719 12.792 8.849 -0.97
C 11.832 11.743 9.533 0.73
N 12.908 11.688 10.230 0.00
C 13.767 10.534 10.225 -0.25
C 13.634 9.669 11.464 -1.22
Te 15.194 8.234 11.668 0.19
C 15.257 7.610 9.611 -0.11
C 14.528 6.480 9.266 -0.41
C 14.382 6.183 7.909 -0.47
C 14.964 6.963 6.911 -0.67
C 15.743 8.061 7.299 -0.52
C 15.855 8.415 8.627 -0.25
C 11.380 10.480 8.854 -0.32
C 11.489 10.324 7.460 0.37
C 11.198 9.144 6.819 -0.97
C 10.779 8.085 7.605 -0.45
C 10.546 8.225 8.958 -1.07
C 10.814 9.440 9.598 0.11
H 6.793 13.434 8.946 0.33
H 7.367 12.796 7.405 0.44
H 7.042 14.483 7.627 0.39
H 8.765 15.986 8.385 0.48
H 12.529 18.766 10.648 0.39
H 14.652 19.815 9.735 0.35
H 15.711 18.888 7.707 0.40
H 14.791 16.837 6.718 0.40
H 12.765 15.854 7.586 0.26
H 9.325 11.770 8.722 0.47
H 14.775 10.968 10.229 -0.30
H 13.547 9.940 9.343 0.70
H 12.644 9.239 11.544 0.64
H 13.726 10.275 12.426 0.30
H 14.050 5.904 10.014 0.48
H 13.786 5.327 7.579 0.37
H 14.912 6.589 5.923 0.49
H 16.298 8.653 6.591 0.44
H 16.495 9.238 8.927 0.51
H 11.843 11.153 6.804 0.36
H 11.353 9.086 5.779 0.51
H 10.642 7.097 7.225 0.42
H 10.083 7.421 9.519 0.44
H 10.652 9.600 10.650 0.78
```



Below is 18 unconnected molecules or ions with the total composition C60H166N10O28, with properties calculated with wB97M-V/def2-TZVPD.

Results
HOMO energy   -8.2 eV
Relative energy (zero: lowest compared OMol25 entry of this formula, charge and spin)   195.3 kcal per mole

Structure (XYZ):
```
264
Properties=species:S:1:pos:R:3:mulliken_charge:R:1
C 3.246 1.533 -0.354 -0.77
O 2.377 0.476 0.214 -0.23
C 3.050 -0.783 0.316 -0.48
C 2.200 -1.862 1.012 -0.92
N 2.101 -1.605 2.472 -0.41
C 1.370 -0.410 2.787 -0.63
C -0.103 -0.271 2.335 -0.36
O -0.525 1.056 2.829 -0.35
C -1.514 1.691 1.950 -0.64
H 3.982 1.661 0.440 0.34
H 2.573 2.385 -0.454 0.22
H 3.688 1.379 -1.339 0.28
H 3.975 -0.645 0.876 0.35
H 3.305 -1.128 -0.686 0.44
H 2.730 -2.793 0.813 0.40
H 1.249 -1.998 0.497 0.31
H 3.063 -1.620 2.780 0.32
H 1.976 0.482 2.629 0.26
H 1.434 -0.339 3.873 0.46
H -0.780 -0.985 2.805 0.29
H -0.157 -0.286 1.247 0.31
H -1.685 2.630 2.475 0.24
H -2.437 1.110 1.948 0.28
H -1.067 1.906 0.980 0.27
C -4.390 -10.914 7.732 -0.71
O -3.103 -11.166 7.112 -0.33
C -1.935 -10.646 7.721 -0.55
C -0.719 -10.798 6.881 -0.76
N -0.836 -10.085 5.589 -0.24
C 0.365 -10.276 4.774 -0.66
C 0.089 -9.687 3.339 -0.59
O -0.805 -10.477 2.618 -0.34
C -0.818 -10.138 1.204 -0.69
H -4.659 -9.860 7.672 0.30
H -4.307 -11.235 8.770 0.28
H -5.256 -11.352 7.236 0.25
H -1.817 -11.223 8.638 0.41
H -2.048 -9.589 7.963 0.34
H -0.511 -11.863 6.781 0.36
H 0.176 -10.464 7.406 0.38
H -1.700 -10.351 5.137 0.23
H 0.560 -11.340 4.639 0.35
H 1.147 -9.700 5.268 0.38
H 1.047 -9.606 2.825 0.46
H -0.269 -8.686 3.580 0.32
H -0.061 -10.799 0.782 0.26
H -0.631 -9.067 1.117 0.34
H -1.805 -10.344 0.789 0.22
C 0.283 -4.503 -11.966 -0.76
O 1.342 -4.996 -11.136 -0.30
C 2.456 -4.168 -11.005 -0.40
C 3.328 -4.850 -9.984 -0.66
N 4.530 -4.128 -9.625 -0.37
C 4.367 -2.744 -9.103 -0.47
C 5.736 -2.300 -8.494 -0.72
O 5.950 -3.157 -7.320 -0.29
C 7.240 -3.070 -6.731 -0.71
H -0.127 -3.584 -11.549 0.30
H -0.495 -5.257 -12.089 0.27
H 0.512 -4.298 -13.011 0.31
H 2.076 -3.254 -10.548 0.28
H 2.954 -3.878 -11.930 0.35
H 3.548 -5.865 -10.315 0.36
H 2.764 -4.927 -9.055 0.32
H 5.080 -4.696 -8.996 0.25
H 3.597 -2.721 -8.332 0.34
H 4.109 -1.982 -9.839 0.31
H 5.786 -1.263 -8.163 0.44
H 6.566 -2.421 -9.190 0.37
H 7.197 -3.859 -5.980 0.22
H 7.299 -2.088 -6.263 0.28
H 8.054 -3.161 -7.450 0.29
C -10.674 0.971 0.230 -0.79
O -11.321 1.779 -0.691 -0.32
C -10.465 2.713 -1.312 -0.75
C -11.133 3.425 -2.528 -0.47
N -11.253 2.366 -3.521 -0.40
C -12.196 2.671 -4.622 -0.60
C -11.779 3.829 -5.487 -0.39
O -12.826 4.119 -6.435 -0.35
C -13.877 4.913 -5.920 -0.68
H -11.416 0.355 0.738 0.26
H -10.188 1.450 1.080 0.31
H -10.019 0.265 -0.280 0.33
H -9.524 2.309 -1.686 0.37
H -10.156 3.494 -0.618 0.46
H -10.417 4.176 -2.862 0.31
H -12.110 3.857 -2.311 0.36
H -11.541 1.537 -3.021 0.26
H -13.155 2.844 -4.133 0.34
H -12.293 1.833 -5.313 0.29
H -10.868 3.633 -6.052 0.31
H -11.532 4.655 -4.820 0.34
H -14.631 4.794 -6.698 0.26
H -13.513 5.938 -5.992 0.27
H -14.292 4.682 -4.939 0.30
C -10.867 4.731 8.357 -0.70
O -10.016 5.807 8.709 -0.31
C -8.848 6.006 7.835 -0.63
C -7.859 6.843 8.570 -0.47
N -6.535 6.751 8.003 -0.27
C -5.502 7.381 8.838 -0.77
C -4.093 7.347 8.201 -0.41
O -3.997 8.106 6.994 -0.29
C -2.727 7.828 6.276 -0.70
H -10.280 3.880 8.013 0.31
H -11.563 5.061 7.586 0.26
H -11.407 4.362 9.230 0.24
H -9.162 6.225 6.814 0.38
H -8.393 5.038 7.626 0.34
H -7.835 6.453 9.587 0.35
H -8.330 7.824 8.504 0.21
H -6.667 7.354 7.203 0.22
H -5.468 6.908 9.819 0.49
H -5.690 8.415 9.128 0.39
H -3.845 6.307 7.987 0.22
H -3.507 7.697 9.051 0.31
H -1.824 8.195 6.763 0.29
H -2.748 8.339 5.314 0.22
H -2.651 6.759 6.076 0.32
C 10.178 9.646 -2.236 -0.77
O 8.814 9.976 -2.163 -0.35
C 8.638 11.381 -2.476 -0.65
C 7.414 12.009 -1.916 -0.47
N 6.266 11.104 -2.183 -0.39
C 5.307 11.155 -1.046 -0.74
C 4.462 12.510 -1.005 -0.42
O 3.475 12.386 -2.009 -0.29
C 2.483 13.393 -1.876 -0.81
H 10.474 9.826 -3.269 0.30
H 10.401 8.696 -1.749 0.28
H 10.741 10.308 -1.578 0.32
H 8.660 11.438 -3.564 0.32
H 9.498 11.929 -2.091 0.42
H 7.241 12.934 -2.465 0.25
H 7.536 12.168 -0.844 0.35
H 6.530 10.139 -2.324 0.30
H 5.721 11.105 -0.040 0.38
H 4.640 10.293 -1.086 0.40
H 5.107 13.351 -1.261 0.27
H 3.985 12.630 -0.032 0.41
H 1.848 13.324 -0.993 0.31
H 1.783 13.358 -2.711 0.28
H 2.874 14.407 -1.959 0.32
C 8.619 2.495 7.510 -0.85
O 9.475 2.415 6.387 -0.31
C 8.913 1.822 5.242 -0.48
C 10.162 1.414 4.370 -0.70
N 11.008 0.403 5.119 -0.24
C 12.092 -0.238 4.325 -0.71
C 13.082 -1.014 5.143 -0.35
O 13.992 -1.658 4.265 -0.30
C 14.933 -2.531 4.876 -0.73
H 9.132 3.049 8.296 0.27
H 8.583 1.491 7.932 0.35
H 7.631 2.953 7.485 0.31
H 8.300 2.491 4.638 0.35
H 8.331 0.952 5.547 0.33
H 10.769 2.279 4.103 0.36
H 9.731 1.097 3.421 0.44
H 11.467 0.874 5.885 0.21
H 12.601 0.487 3.689 0.30
H 11.581 -0.883 3.609 0.30
H 12.528 -1.757 5.716 0.32
H 13.544 -0.267 5.789 0.29
H 15.773 -2.747 4.216 0.25
H 14.393 -3.453 5.088 0.29
H 15.307 -2.168 5.834 0.31
C 6.865 -13.040 4.186 -0.71
O 7.027 -12.168 3.072 -0.30
C 8.000 -12.692 2.163 -0.64
C 8.012 -11.755 0.926 -0.46
N 8.793 -10.518 1.124 -0.45
C 8.689 -9.491 0.144 -0.68
C 8.713 -9.947 -1.336 -0.68
O 7.376 -10.162 -1.648 -0.30
C 7.116 -10.732 -2.949 -0.78
H 5.812 -12.956 4.454 0.22
H 7.493 -12.728 5.021 0.25
H 7.072 -14.080 3.935 0.33
H 7.713 -13.718 1.932 0.45
H 8.979 -12.759 2.637 0.34
H 6.988 -11.506 0.648 0.29
H 8.376 -12.222 0.011 0.32
H 8.619 -10.165 2.054 0.26
H 9.385 -8.676 0.343 0.46
H 7.828 -8.868 0.383 0.35
H 9.365 -10.787 -1.575 0.40
H 9.027 -9.107 -1.956 0.45
H 7.374 -11.790 -2.972 0.30
H 7.741 -10.364 -3.763 0.33
H 6.050 -10.578 -3.116 0.24
C -7.846 -10.490 0.008 -0.81
O -7.427 -9.113 -0.209 -0.30
C -6.211 -8.710 0.392 -0.53
C -6.020 -7.219 0.079 -0.72
N -5.628 -6.904 -1.306 -0.34
C -5.505 -5.458 -1.558 -0.70
C -4.685 -5.237 -2.872 -0.64
O -5.561 -5.563 -3.921 -0.29
C -4.833 -5.627 -5.132 -0.78
H -8.055 -10.628 1.069 0.31
H -7.216 -11.305 -0.346 0.31
H -8.817 -10.789 -0.386 0.29
H -5.349 -9.232 -0.024 0.28
H -6.229 -8.855 1.472 0.41
H -5.280 -6.777 0.746 0.45
H -6.989 -6.744 0.233 0.34
H -6.357 -7.398 -1.800 0.23
H -5.061 -4.939 -0.708 0.47
H -6.531 -5.112 -1.685 0.35
H -3.805 -5.880 -2.842 0.34
H -4.292 -4.239 -3.062 0.45
H -3.810 -5.997 -5.049 0.31
H -4.608 -4.636 -5.525 0.31
H -5.361 -6.177 -5.911 0.26
C -8.531 9.504 -5.567 -0.77
O -7.088 9.402 -5.756 -0.23
C -6.560 9.695 -7.047 -0.63
C -5.058 9.886 -6.952 -0.58
N -4.461 8.609 -7.402 -0.35
C -2.991 8.737 -7.509 -0.71
C -2.288 7.440 -7.851 -0.65
O -2.406 6.427 -6.829 -0.21
C -1.720 5.254 -7.116 -0.69
H -8.810 10.550 -5.696 0.33
H -8.794 9.256 -4.539 0.22
H -9.137 8.872 -6.216 0.30
H -6.971 10.642 -7.397 0.38
H -6.852 8.970 -7.807 0.35
H -4.710 10.224 -5.975 0.34
H -4.927 10.732 -7.626 0.37
H -4.630 7.915 -6.688 0.23
H -2.584 9.054 -6.549 0.37
H -2.705 9.512 -8.220 0.41
H -1.243 7.671 -8.058 0.42
H -2.765 7.169 -8.792 0.34
H -0.668 5.390 -7.367 0.30
H -2.130 4.878 -8.053 0.34
H -1.882 4.489 -6.358 0.14
O 7.896 -4.230 4.825 -0.64
H 8.139 -4.967 5.386 0.32
H 8.517 -3.538 5.055 0.32
O -6.185 8.485 -1.766 -0.65
H -6.603 8.864 -2.540 0.33
H -5.781 7.678 -2.082 0.32
O -0.298 -5.018 6.862 -0.64
H 0.380 -4.696 6.269 0.32
H -0.552 -5.866 6.498 0.32
O -6.268 9.728 3.850 -0.63
H -6.276 9.430 2.940 0.32
H -5.342 9.734 4.093 0.31
O -3.994 4.604 -3.953 -0.62
H -4.398 3.771 -4.194 0.32
H -3.109 4.555 -4.314 0.31
O 7.839 6.204 -5.678 -0.63
H 8.355 6.827 -5.167 0.31
H 8.476 5.559 -5.986 0.32
O -1.985 -1.863 10.357 -0.65
H -2.420 -1.097 9.981 0.32
H -1.682 -2.362 9.598 0.32
O -4.271 2.315 7.963 -0.65
H -4.584 3.217 8.028 0.32
H -3.814 2.281 7.122 0.32
```



Q: Which formula does entry 2 have?
A: C60H166N10O28